[1]
99
Properties=species:S:1:pos:R:3:forces:R:3:lowdin_charge:R:1 method="wB97M-V/def2-TZVPD" total_charge=+2 max_force_ev_per_a=0.1 e_above_lowest_kcal_mol=0.4 energy_ha=-4530.95299 lumo_ha=-0.2491 e_homo_ev=-13.3224
Tc -1.225 0.669 0.494 -0.0758 0.0286 0.0232 1.510
O 0.571 2.680 3.746 -0.0169 0.0122 0.0101 0.218
C -0.119 2.295 2.713 -0.0038 0.0190 -0.0276 -0.445
O 0.103 1.252 2.099 0.0253 0.0006 0.0186 -0.097
C -1.236 3.139 2.256 0.0273 0.0006 0.0168 -0.160
C -1.631 4.370 2.729 -0.0161 0.0011 0.0045 0.062
C -2.695 5.001 2.082 0.0086 -0.0018 -0.0029 0.022
C -3.292 4.400 0.986 0.0017 0.0017 -0.0029 0.068
C -2.822 3.163 0.572 -0.0438 -0.0210 0.0064 -0.134
N -1.839 2.552 1.214 0.0288 -0.0427 -0.0208 0.055
C -3.287 2.398 -0.648 0.0816 0.0703 -0.0424 -0.509
O -4.159 2.794 -1.362 -0.0361 -0.0183 0.0216 0.164
O -2.564 1.302 -0.847 -0.0057 -0.0416 0.0193 -0.151
H 1.295 2.050 3.917 0.0040 -0.0137 -0.0043 0.171
H -1.121 4.822 3.568 0.0051 0.0024 -0.0017 0.143
H -3.039 5.966 2.428 -0.0004 0.0003 -0.0004 0.133
H -4.103 4.861 0.438 -0.0013 0.0016 0.0036 0.143
C -3.456 -4.675 -1.604 -0.0086 0.0002 -0.0131 -0.021
C -2.099 -5.310 -1.474 -0.0013 0.0050 0.0087 -0.215
C -1.968 -6.683 -1.287 0.0131 -0.0080 0.0062 -0.019
C -0.723 -7.286 -1.190 -0.0131 -0.0026 0.0009 -0.046
C 0.434 -6.524 -1.270 0.0063 0.0090 -0.0022 -0.056
C 0.332 -5.153 -1.442 -0.0003 -0.0122 -0.0067 -0.011
C -0.921 -4.563 -1.548 0.0236 0.0030 0.0133 -0.218
N -0.989 -3.133 -1.717 -0.0308 -0.0173 -0.0395 0.162
C -1.260 -2.292 -0.706 -0.0320 0.0281 0.0046 -0.312
N -1.414 -2.830 0.496 -0.0030 0.0038 0.0225 0.181
C -1.743 -2.193 1.714 0.0133 0.0005 -0.0008 -0.184
C -1.565 -0.824 1.910 0.0045 0.0010 0.0040 -0.155
C -1.979 -0.320 3.149 -0.0055 0.0003 0.0061 -0.107
C -2.516 -1.127 4.135 0.0021 -0.0050 0.0019 -0.054
C -2.625 -2.491 3.917 0.0009 0.0021 0.0019 -0.017
C -2.247 -3.047 2.705 -0.0122 0.0033 0.0015 -0.197
C -2.393 -4.526 2.460 -0.0093 -0.0017 -0.0067 -0.022
N -1.304 -0.963 -0.872 0.0255 0.0053 0.0153 0.026
C -0.998 -0.388 -2.079 0.0251 0.0108 0.0197 -0.192
C 0.158 0.520 -1.932 -0.0602 -0.0361 -0.0047 -0.294
C 0.386 1.472 -3.029 0.0056 -0.0034 -0.0016 0.034
C -0.299 1.327 -4.188 -0.0001 -0.0012 -0.0005 -0.006
C -1.308 0.343 -4.297 -0.0016 0.0037 0.0026 0.078
C -1.683 -0.529 -3.284 0.0030 -0.0043 0.0022 -0.187
C -2.898 -1.401 -3.436 -0.0046 0.0009 -0.0074 -0.013
H -4.237 -5.405 -1.407 0.0002 -0.0014 -0.0009 0.090
H -3.614 -4.288 -2.612 -0.0038 0.0062 -0.0025 0.081
H -3.597 -3.844 -0.908 0.0079 -0.0003 -0.0030 0.074
H -2.863 -7.290 -1.226 -0.0009 -0.0001 -0.0022 0.123
H -0.656 -8.356 -1.053 -0.0011 -0.0006 -0.0012 0.118
H 1.406 -6.991 -1.197 -0.0006 0.0007 0.0015 0.115
H 1.219 -4.534 -1.496 0.0005 0.0006 -0.0026 0.120
H -0.780 -2.742 -2.621 0.0135 -0.0020 0.0004 0.145
H -1.338 -3.839 0.524 0.0037 0.0024 -0.0018 0.122
H -1.908 0.739 3.364 -0.0113 -0.0186 0.0050 0.084
H -2.841 -0.698 5.073 0.0004 -0.0002 0.0004 0.117
H -3.021 -3.135 4.691 -0.0022 0.0022 0.0006 0.125
H -2.807 -5.015 3.338 -0.0011 -0.0005 -0.0003 0.092
H -1.432 -5.007 2.251 0.0018 0.0008 0.0010 0.096
H -3.065 -4.734 1.623 0.0020 0.0005 -0.0002 0.086
H 0.997 -0.195 -2.169 0.0133 0.0004 0.0023 0.207
H 1.163 2.218 -2.920 -0.0043 -0.0012 -0.0007 0.112
H -0.111 1.984 -5.025 0.0024 0.0016 0.0019 0.129
H -1.875 0.307 -5.222 0.0005 -0.0013 0.0005 0.143
H -3.629 -0.912 -4.077 0.0022 -0.0012 -0.0017 0.101
H -3.365 -1.586 -2.470 -0.0050 0.0006 0.0008 0.087
H -2.657 -2.365 -3.889 -0.0018 -0.0019 0.0028 0.089
C 0.352 0.910 -0.470 0.0511 0.0171 -0.0752 -0.252
Ge 2.104 1.684 0.076 0.0474 -0.0323 -0.0141 0.996
C 3.008 0.685 1.478 -0.0177 0.0278 0.0209 -0.287
C 4.292 1.110 1.824 0.0127 0.0079 -0.0125 -0.108
C 5.026 0.438 2.793 0.0003 -0.0017 -0.0016 -0.066
C 4.489 -0.679 3.415 -0.0069 -0.0029 -0.0038 -0.067
C 3.222 -1.126 3.063 0.0075 0.0005 0.0070 -0.073
C 2.485 -0.447 2.103 -0.0075 -0.0013 -0.0042 -0.119
C 3.249 1.642 -1.497 -0.0202 0.0038 -0.0054 -0.304
C 3.719 0.413 -1.965 0.0044 0.0082 -0.0038 -0.118
C 4.499 0.343 -3.111 -0.0085 -0.0164 0.0119 -0.068
C 4.828 1.505 -3.796 -0.0052 0.0138 -0.0029 -0.064
C 4.383 2.735 -3.331 0.0043 -0.0075 -0.0124 -0.063
C 3.595 2.802 -2.188 -0.0012 0.0029 0.0076 -0.110
C 1.659 3.534 0.508 0.0270 0.0050 0.0582 -0.287
C 2.302 4.238 1.524 -0.0124 -0.0035 -0.0187 -0.096
C 1.978 5.565 1.785 0.0028 0.0105 -0.0004 -0.059
C 1.014 6.208 1.022 -0.0032 -0.0022 0.0011 -0.068
C 0.369 5.523 -0.001 -0.0066 0.0089 0.0056 -0.076
C 0.688 4.196 -0.249 0.0018 -0.0047 -0.0209 -0.121
H 4.741 1.962 1.323 0.0002 0.0011 0.0019 0.108
H 6.018 0.782 3.053 -0.0013 0.0005 0.0031 0.113
H 5.060 -1.208 4.167 0.0015 -0.0011 -0.0004 0.113
H 2.807 -2.006 3.539 0.0012 -0.0024 -0.0012 0.108
H 1.493 -0.805 1.848 -0.0004 0.0064 -0.0068 0.080
H 3.502 -0.498 -1.414 0.0042 -0.0033 0.0014 0.105
H 4.867 -0.614 -3.460 0.0000 0.0008 -0.0016 0.110
H 5.444 1.454 -4.684 0.0002 0.0010 -0.0002 0.113
H 4.657 3.643 -3.852 -0.0001 0.0002 -0.0005 0.113
H 3.258 3.770 -1.831 -0.0009 -0.0022 0.0028 0.102
H 3.071 3.756 2.118 -0.0002 -0.0025 0.0131 0.101
H 2.492 6.101 2.573 0.0005 -0.0039 0.0006 0.115
H 0.777 7.247 1.214 -0.0019 -0.0011 -0.0032 0.114
H -0.369 6.028 -0.611 -0.0007 -0.0037 0.0007 0.113
H 0.175 3.675 -1.054 -0.0118 0.0051 0.0045 0.095

---

[2]
94
Properties=species:S:1:pos:R:3:forces:R:3:lowdin_charge:R:1 method="wB97M-V/def2-TZVPD" total_charge=+1 max_force_ev_per_a=2.5 energy_ha=-2147.67229 lumo_ha=-0.1609 e_homo_ev=-9.7339
C -8.382 -0.076 -1.942 0.3905 0.1592 0.6578 -0.058
O -7.673 0.038 -0.683 -0.1160 -0.0226 -0.3873 -0.099
C -6.662 0.942 -0.574 0.4677 0.6743 -0.4866 -0.270
C -5.791 0.823 0.544 -0.5932 0.1212 -0.9160 0.008
C -4.705 1.673 0.659 -0.5541 -0.0801 -0.0623 -0.039
C -4.518 2.707 -0.264 -1.0281 -0.8794 -0.3487 -0.232
N -3.387 3.498 -0.087 1.9966 1.4461 0.2485 -0.058
C -2.418 3.190 0.841 0.3972 0.2297 0.0428 -0.013
N -1.513 4.195 0.720 -1.0803 0.1964 -0.9417 -0.167
C -0.329 4.375 1.524 0.3747 0.1559 0.2518 -0.039
C -1.894 5.114 -0.272 -0.0023 -0.5095 0.3300 -0.050
C -3.057 4.672 -0.787 -0.0813 -0.4417 0.5416 -0.030
C -5.405 2.887 -1.331 0.3315 -0.2946 0.2640 -0.010
C -6.450 1.978 -1.524 -0.0820 -0.5887 0.7371 -0.010
H -9.111 -0.868 -1.768 0.0850 0.1410 -0.1104 0.092
H -8.900 0.858 -2.201 0.1268 -0.2524 0.0978 0.090
H -7.692 -0.367 -2.746 -0.1472 0.1241 0.1824 0.098
H -5.993 0.063 1.292 0.0539 0.0264 -0.1848 0.118
H -3.991 1.576 1.475 -0.3295 0.0263 -0.1807 0.088
H -0.095 3.452 2.064 -0.1335 0.3918 -0.2327 0.052
H 0.514 4.625 0.871 -0.1109 -0.0568 0.1826 0.096
H -0.468 5.194 2.249 0.0341 -0.3094 -0.2302 0.101
H -1.300 5.974 -0.514 0.0200 0.1150 -0.0521 0.116
H -3.684 5.094 -1.545 -0.0241 0.0744 -0.0930 0.108
H -5.266 3.707 -2.038 -0.0403 -0.3490 0.1815 0.106
H -7.092 2.070 -2.404 0.2371 0.0231 0.4418 0.105
C 1.877 0.512 -7.523 -0.0455 -0.1951 0.1744 -0.079
C 0.486 0.363 -7.437 0.1770 -0.1119 0.1472 -0.072
C -0.061 -0.487 -6.476 0.2748 -0.0726 0.1507 -0.007
C 0.777 -1.204 -5.614 0.1018 0.3060 -0.1582 -0.220
N 0.179 -2.053 -4.627 -0.2841 0.2154 0.1908 -0.041
C 0.196 -3.462 -4.851 -0.1940 -0.5846 -0.1155 -0.223
C 1.329 -4.212 -4.524 -0.1959 -0.1834 -0.1427 -0.015
C 1.374 -5.577 -4.828 -0.2084 0.2356 0.0312 -0.070
C 0.267 -6.196 -5.423 0.0260 0.2055 0.0510 -0.080
C -0.880 -5.448 -5.721 0.2006 0.1521 0.1125 -0.071
C -0.911 -4.080 -5.442 0.2769 -0.1520 0.1242 -0.013
C -0.021 -1.560 -3.318 0.0579 -0.1456 -0.1843 -0.174
C -1.321 -1.553 -2.780 0.0975 0.0241 0.1014 0.027
C -1.561 -0.933 -1.567 0.1891 0.0655 0.2284 0.015
C -0.483 -0.472 -0.757 0.3180 -0.4254 -0.9702 -0.201
C -0.730 0.131 0.508 0.6230 -0.3350 0.8765 0.109
C 0.135 0.038 1.625 -0.1556 -0.2155 -0.3939 -0.194
C 0.045 0.984 2.686 0.0335 0.0327 0.6262 -0.002
C 0.941 0.978 3.732 -0.5566 0.4399 -0.4888 0.023
C 1.889 -0.063 3.848 1.1192 0.1888 0.9517 -0.158
N 2.808 -0.027 4.881 -1.0083 -0.0076 -1.1473 0.009
C 3.598 -1.153 5.259 0.6473 -0.6824 0.4311 -0.238
C 4.921 -1.252 4.819 -0.2204 -0.1957 -0.1184 -0.009
C 5.694 -2.357 5.185 -0.2391 0.0578 0.1290 -0.062
C 5.168 -3.325 6.050 -0.1222 0.2834 -0.0849 -0.070
C 3.874 -3.173 6.565 0.0788 0.0614 -0.1819 -0.065
C 3.083 -2.097 6.157 0.0655 0.2255 -0.2845 -0.008
C 3.160 1.227 5.464 0.1062 0.7074 0.6071 -0.249
C 2.685 1.542 6.740 0.0016 0.0454 -0.3101 -0.009
C 3.013 2.769 7.312 0.1831 0.0001 -0.1332 -0.061
C 3.874 3.646 6.638 -0.0553 -0.2223 -0.1278 -0.069
C 4.378 3.309 5.375 -0.1742 -0.0689 0.0961 -0.064
C 3.996 2.111 4.772 -0.1568 -0.2124 0.1267 -0.016
C 1.913 -1.098 2.892 -0.4148 -0.4471 -0.8129 0.027
C 1.098 -1.017 1.778 0.4558 0.0316 0.3553 0.010
C 0.839 -0.600 -1.282 -0.2256 0.0279 0.0712 -0.001
C 1.057 -1.071 -2.568 -0.1163 0.1275 0.3348 0.021
C 2.160 -1.085 -5.718 0.0546 0.3442 -0.2256 -0.026
C 2.713 -0.213 -6.665 -0.2570 -0.1119 0.0583 -0.067
H 2.309 1.192 -8.260 -0.1382 -0.2432 0.2293 0.107
H -0.177 0.902 -8.115 0.2453 -0.0920 0.1830 0.107
H -1.138 -0.617 -6.361 0.2564 0.0912 -0.1285 0.116
H 2.168 -3.704 -4.042 -0.1645 -0.2632 -0.1669 0.109
H 2.278 -6.143 -4.600 -0.3178 0.0809 -0.0605 0.107
H 0.299 -7.263 -5.651 -0.0146 0.3594 0.0603 0.107
H -1.750 -5.920 -6.178 0.2687 0.0572 0.1181 0.107
H -1.781 -3.463 -5.665 0.1756 -0.2279 -0.0486 0.113
H -2.120 -2.006 -3.370 0.1879 0.3112 0.2208 0.126
H -2.580 -0.827 -1.196 0.1808 -0.0384 -0.0712 0.124
H -1.653 0.699 0.637 0.1147 0.0809 -0.0048 0.102
H -0.752 1.729 2.653 0.1858 -0.2137 -0.0822 0.095
H 0.940 1.766 4.487 -0.1699 -0.2889 -0.2410 0.127
H 5.315 -0.466 4.170 -0.0241 -0.3294 0.1824 0.117
H 6.708 -2.449 4.795 -0.2749 -0.0241 0.1683 0.110
H 5.769 -4.192 6.328 -0.1580 0.2821 -0.0229 0.110
H 3.475 -3.887 7.288 0.1468 0.1649 -0.2909 0.112
H 2.065 -1.959 6.526 0.2908 -0.1425 -0.0556 0.122
H 2.036 0.821 7.241 0.1949 0.2914 -0.0493 0.124
H 2.598 3.031 8.286 0.2115 -0.0244 -0.2688 0.112
H 4.154 4.593 7.096 -0.0707 -0.2326 -0.0988 0.109
H 5.069 3.973 4.850 -0.2863 -0.1422 0.2241 0.111
H 4.335 1.833 3.769 -0.0329 0.1765 0.3539 0.122
H 2.611 -1.929 3.022 -0.2724 0.2941 -0.1209 0.127
H 1.182 -1.783 1.007 -0.1372 0.1408 0.2735 0.123
H 1.695 -0.295 -0.679 -0.2766 0.1282 -0.1858 0.120
H 2.061 -1.097 -3.000 -0.4046 0.0634 0.2603 0.115
H 2.788 -1.662 -5.035 -0.0540 0.1871 -0.3443 0.102
H 3.798 -0.112 -6.723 -0.3130 0.0242 -0.0619 0.107

---

[3]
101
Properties=species:S:1:pos:R:3:forces:R:3:mulliken_spin:R:1 method="wB97M-V/def2-TZVPD" total_charge=+2 s_squared=0.751 max_force_ev_per_a=3.4 multiplicity=2 energy_ha=-5956.32702 lumo_ha="-0.2147 / -0.2146" e_homo_ev="-12.6107 / -12.6304"
Ce 0.549 1.226 -0.181 0.0816 -0.7807 0.5624 0.997
Cl -5.324 0.742 4.323 -0.8079 -0.2573 0.6097 0.000
C -3.750 0.964 3.730 0.4144 0.2539 -0.7097 0.000
C -2.640 0.361 4.342 -0.1251 0.3235 -0.6040 0.000
C -1.406 0.443 3.716 0.6902 0.1668 0.2557 -0.001
C -1.168 1.230 2.565 -1.6373 0.4562 -0.1574 0.000
O 0.010 1.264 1.972 -0.9594 -0.2630 0.3447 0.000
C -2.350 1.974 2.052 2.0246 -1.6713 0.0193 0.000
C -2.273 2.773 0.896 1.7076 0.3079 -1.1396 0.000
N -1.180 2.953 0.145 -1.9245 -0.0740 1.3020 -0.004
C -1.312 3.896 -0.860 -1.3982 2.1779 -0.9901 -0.003
C -2.203 5.010 -0.764 2.2576 -2.4955 0.0787 0.000
C -2.377 5.894 -1.807 -0.2187 0.5927 -0.9220 0.000
C -1.690 5.743 -3.026 -1.1549 -0.0414 1.9481 0.000
C -0.741 4.692 -3.145 -0.2211 0.8871 0.0827 0.001
C 0.062 4.587 -4.307 1.2017 -1.3108 0.0496 0.000
C 1.061 3.595 -4.256 -0.2594 1.4129 -1.7289 0.000
C 1.348 2.881 -3.116 -1.0751 -0.3971 1.7521 0.003
N 0.555 2.920 -2.003 0.5783 0.6629 -1.8523 0.000
C -0.513 3.799 -2.021 0.6898 0.1807 -0.8171 0.003
C -3.616 1.728 2.588 -0.1354 -0.1943 0.8442 0.000
H -2.805 -0.163 5.281 0.2670 -0.0913 -0.2605 0.000
H -0.540 -0.073 4.132 -0.2359 0.0761 -0.0238 0.000
H -3.206 3.253 0.605 0.0751 0.0876 -0.1161 0.000
H -2.602 5.127 0.216 -0.6706 0.5772 0.2986 0.000
H -3.104 6.694 -1.585 0.6041 -0.2336 -0.7106 0.000
H -1.936 6.466 -3.794 0.4418 -0.2778 -0.2892 0.000
H 0.003 5.245 -5.227 -0.3208 -0.8324 1.4068 0.000
H 1.678 3.423 -5.146 -0.1112 0.1761 0.4684 0.000
H 2.259 2.264 -3.096 -0.5873 0.0566 0.1804 0.000
H -4.518 2.139 2.136 0.2664 0.1606 0.0720 0.000
C 1.802 3.983 2.334 -0.8376 -1.6591 0.9703 0.000
C 3.105 3.198 2.060 1.3102 1.0568 1.0192 0.000
C 3.290 1.933 2.929 -0.3215 -0.2216 -0.5962 0.000
C 3.406 2.899 0.588 -0.5789 -0.5407 -0.9591 0.001
C 4.885 2.887 0.156 1.3068 -0.0479 -0.3724 0.000
O 5.251 1.465 -0.064 -2.3907 0.6035 0.7049 0.000
C 4.078 0.772 0.063 0.7193 0.3292 0.5200 0.004
N 2.993 1.475 0.298 1.4794 -0.9358 -0.8494 -0.003
C 4.381 -0.709 0.104 -0.1505 -1.1219 -0.5051 0.002
C 5.761 -1.064 0.024 -0.9296 -0.8588 0.6493 0.000
C 6.151 -2.412 0.173 0.5044 0.8813 -0.2150 0.000
C 5.246 -3.466 0.288 -0.3713 0.3192 -0.2152 0.000
C 3.898 -3.150 0.282 -1.0203 0.7371 -0.5487 0.000
C 3.442 -1.798 0.188 1.6539 -0.1857 0.2972 -0.001
P 1.674 -1.676 -0.055 -0.3431 1.6824 0.0381 0.005
C 1.548 -2.566 -1.604 1.1408 -0.4488 -1.2114 -0.002
C 2.455 -2.193 -2.649 -1.0968 0.3865 0.5000 0.000
C 2.442 -2.815 -3.874 0.2417 -0.1756 -0.2265 0.000
C 1.596 -3.908 -4.109 -0.0450 -0.0842 -0.1194 0.000
C 0.735 -4.281 -3.092 -0.1087 -0.4304 0.8268 0.000
C 0.730 -3.652 -1.820 -0.2981 0.0432 -0.7847 0.000
C 0.949 -2.663 1.254 -1.5428 0.9169 -1.3388 -0.003
C -0.394 -3.036 1.084 -0.4058 -0.4294 -1.0297 0.000
C -0.928 -3.994 1.916 -0.8745 -0.7044 0.4222 0.000
C -0.186 -4.450 3.028 -0.7251 -0.2532 -0.3807 0.000
C 1.061 -3.892 3.272 0.6034 -0.7376 1.0515 0.000
C 1.619 -2.962 2.394 0.0163 -0.2937 0.9401 0.000
H 1.827 4.393 3.370 0.1736 0.0924 -0.8849 0.000
H 0.931 3.266 2.399 0.7945 0.7658 -0.4014 0.000
H 1.586 4.746 1.588 0.1344 0.1616 0.1311 0.000
H 3.925 3.889 2.394 -0.5053 -0.3916 -0.4329 0.000
H 2.464 1.232 2.741 0.0747 0.2576 0.3437 0.000
H 3.324 2.188 3.991 0.0970 -0.0986 -0.1812 0.000
H 4.193 1.372 2.618 -0.1675 0.4760 0.4745 0.000
H 2.805 3.570 -0.079 0.5381 -0.3379 0.5028 0.002
H 5.611 3.267 0.915 -0.7654 -0.1921 -0.5605 0.000
H 5.093 3.356 -0.829 -0.3333 0.0184 0.7794 0.000
H 6.522 -0.297 -0.094 -0.2145 -0.2933 0.0750 0.000
H 7.228 -2.580 0.172 -0.3194 -0.2343 -0.0734 0.000
H 5.524 -4.520 0.285 0.2684 0.4137 0.1880 0.000
H 3.104 -3.943 0.221 1.0867 0.7447 0.2677 0.000
H 3.119 -1.341 -2.552 0.0606 -0.0325 0.3301 0.000
H 3.137 -2.431 -4.622 -0.2364 -0.3489 0.0183 0.000
H 1.628 -4.484 -5.056 -0.0822 0.6061 0.7164 0.000
H 0.089 -5.145 -3.219 0.0459 0.0922 -0.1067 0.000
H 0.072 -3.962 -1.005 0.1921 -0.2876 -0.6214 0.000
H -1.014 -2.695 0.214 0.8308 -0.1938 0.8250 -0.001
H -1.921 -4.446 1.648 1.0018 0.6152 0.6154 0.000
H -0.636 -5.233 3.675 0.6320 0.6739 -0.4753 0.000
H 1.667 -4.288 4.118 -0.6099 0.6464 -0.5434 0.000
H 2.504 -2.378 2.580 0.5853 -0.6308 0.3161 0.000
C -3.106 -3.031 -2.702 0.5514 0.2190 -0.1053 0.000
N -3.621 -2.148 -1.669 0.3823 1.4168 0.7033 0.000
C -3.066 -0.948 -1.252 -0.3775 -1.0172 -0.4425 0.000
Se -1.604 -0.075 -1.996 0.1889 -0.1352 -0.1182 0.000
N -3.844 -0.459 -0.281 0.2569 1.8112 1.7199 0.000
C -4.901 -1.325 -0.024 -1.5758 1.1694 0.4348 0.000
C -6.061 -1.144 0.782 1.0774 0.6863 0.6258 0.000
C -6.969 -2.180 0.847 -0.1317 0.1526 0.0027 0.000
C -6.803 -3.277 -0.004 0.2870 -0.8841 -0.0284 0.000
C -5.693 -3.401 -0.835 -0.5393 -1.6934 -1.1209 0.000
C -4.769 -2.375 -0.906 0.1238 -0.1160 0.5756 0.000
H -2.219 -2.543 -3.149 -0.5490 -0.3205 0.1425 0.000
H -3.869 -3.232 -3.462 0.1552 0.1502 0.1826 0.000
H -2.797 -3.965 -2.232 -0.0090 -0.0597 -0.1197 0.000
H -3.629 0.410 0.329 -0.3236 -2.0737 -1.6902 0.000
H -6.209 -0.225 1.402 0.3545 -0.9586 -0.5689 0.000
H -7.787 -2.155 1.581 0.2760 0.1139 -0.6349 0.000
H -7.525 -4.105 0.006 0.3831 0.4713 0.0878 0.000
H -5.570 -4.334 -1.443 -0.2065 1.0813 0.5101 0.000